No. 1
A structure of composition C30H24ClF3N4O2S5Sr. Source: the Open Molecules 2025 dataset; level of theory: the ωB97M-V functional and the def2-TZVPD basis.

relative energy (zero: lowest compared OMol25 entry of this formula, charge and spin) = 0.784 eV
total charge = -2
HOMO-LUMO gap = 4.2 eV
energy = -117248.184 eV
HOMO = -0.621 eV

Positions of all 70 atoms, in Å:
Sr: 0.89 0.05 0.40
Cl: 1.23 7.31 2.76
C: 0.84 5.63 2.44
C: 0.57 4.77 3.50
C: 0.25 3.46 3.26
C: 0.18 2.92 1.94
O: -0.16 1.70 1.75
C: 0.47 3.83 0.87
C: 0.43 3.46 -0.52
N: 0.31 2.28 -1.00
C: 0.28 2.12 -2.39
C: 0.82 2.99 -3.31
C: 0.73 2.74 -4.69
C: 0.10 1.63 -5.18
C: -0.43 0.68 -4.27
C: -1.05 -0.52 -4.68
C: -1.49 -1.41 -3.75
C: -1.29 -1.12 -2.39
N: -0.73 -0.01 -1.97
C: -0.32 0.91 -2.88
C: 0.79 5.17 1.15
H: 0.64 5.14 4.52
H: 0.07 2.77 4.08
H: 0.46 4.32 -1.21
H: 1.42 3.82 -2.96
H: 1.19 3.44 -5.38
H: 0.03 1.44 -6.24
H: -1.15 -0.72 -5.74
H: -1.96 -2.35 -4.04
H: -1.57 -1.82 -1.61
H: 1.02 5.83 0.32
S: 1.35 -2.48 2.83
C: 0.81 -1.30 3.98
C: 1.71 -0.74 4.92
C: 1.27 0.18 5.83
C: -0.07 0.57 5.83
C: -0.89 -0.01 4.88
N: -0.48 -0.91 3.99
H: 2.75 -1.04 4.87
H: 1.96 0.62 6.54
H: -0.46 1.31 6.52
H: -1.93 0.29 4.80
S: 3.83 3.42 -1.42
C: 3.44 1.88 -0.79
S: 3.42 1.62 0.92
S: 3.06 0.55 -1.83
C: -2.80 -2.40 2.59
S: -2.30 -0.86 1.82
C: -3.74 -0.70 0.73
O: -1.21 -1.27 0.87
H: -3.07 -3.12 1.82
H: -3.63 -2.22 3.28
H: -1.92 -2.73 3.14
H: -4.62 -0.50 1.34
H: -3.87 -1.60 0.14
H: -3.53 0.15 0.08
F: 0.99 -6.25 -4.03
C: -0.02 -5.69 -3.34
F: -0.90 -5.23 -4.25
F: -0.63 -6.69 -2.68
C: 0.47 -4.60 -2.43
C: 0.09 -4.54 -1.10
C: 0.52 -3.47 -0.34
N: 1.28 -2.49 -0.84
C: 1.66 -2.57 -2.11
C: 1.28 -3.60 -2.95
H: -0.53 -5.31 -0.66
H: 0.25 -3.36 0.71
H: 2.28 -1.75 -2.47
H: 1.59 -3.61 -3.99

The Löwdin scheme yields these atomic charges, measured in e: 1.10, 0.56, -0.68, -0.13, -0.01, -0.41, -0.26, -0.14, -0.11, 0.03, -0.25, -0.05, -0.08, -0.06, -0.16, -0.03, -0.07, -0.16, 0.09, -0.17, -0.08, 0.09, 0.09, 0.11, 0.06, 0.10, 0.10, 0.11, 0.09, 0.09, 0.11, 0.48, -0.83, -0.13, -0.11, -0.13, -0.20, -0.02, 0.09, 0.09, 0.08, 0.09, 0.28, -1.88, 0.29, 0.33, -0.25, 0.84, -0.26, -0.68, 0.05, 0.05, 0.03, 0.04, 0.05, 0.05, 0.13, -0.58, 0.13, 0.13, -0.13, 0.01, -0.15, 0.05, -0.13, 0.00, 0.11, 0.02, 0.03, 0.12

=====

No. 2
A structure of composition C30H24LiN6O2SSe2. Source: the Open Molecules 2025 dataset; level of theory: the ωB97M-V functional and the def2-TZVPD basis.

relative energy (zero: lowest compared OMol25 entry of this formula, charge and spin) = 2.336 eV
total charge = -1
HOMO-LUMO gap (alpha / beta) = 4.0 / 4.3 eV
energy = -186268.926 eV
HOMO (alpha / beta) = -1.986 / -2.313 eV

Positions of all 66 atoms, in Å:
Li: 0.80 0.52 -1.08
Se: 0.12 -4.03 -7.12
N: 0.00 -4.35 -5.34
C: 0.27 -3.18 -4.76
C: 0.27 -2.99 -3.34
C: 0.03 -4.04 -2.44
C: 0.03 -3.80 -1.09
C: 0.28 -2.49 -0.65
N: 0.53 -1.49 -1.45
C: 0.54 -1.70 -2.79
C: 0.84 -0.59 -3.66
N: 1.09 0.63 -3.08
C: 1.43 1.63 -3.85
C: 1.55 1.53 -5.25
C: 1.27 0.33 -5.84
C: 0.89 -0.77 -5.05
C: 0.57 -2.06 -5.63
N: 0.55 -2.28 -6.93
H: -0.15 -5.03 -2.85
H: -0.15 -4.60 -0.38
H: 0.29 -2.27 0.42
H: 1.63 2.57 -3.36
H: 1.87 2.38 -5.83
H: 1.33 0.19 -6.91
O: 0.35 1.01 0.60
S: -0.83 1.19 1.51
C: -0.45 2.52 2.65
C: 0.83 2.70 3.16
C: 1.03 3.68 4.11
C: -0.03 4.47 4.54
C: -1.30 4.29 4.02
C: -1.51 3.31 3.05
C: -0.63 -0.11 2.74
C: 0.51 -0.88 2.71
C: 0.71 -1.85 3.70
C: -0.24 -2.02 4.70
C: -1.39 -1.24 4.71
C: -1.59 -0.28 3.73
H: 1.65 2.09 2.80
H: 2.03 3.85 4.50
H: 0.14 5.23 5.29
H: -2.12 4.92 4.34
H: -2.49 3.16 2.62
H: 1.24 -0.72 1.92
H: 1.60 -2.46 3.69
H: -0.08 -2.77 5.47
H: -2.12 -1.37 5.49
H: -2.48 0.34 3.73
C: 0.03 4.18 -0.54
C: 1.45 3.89 -0.10
O: 1.80 4.03 1.10
H: -0.16 5.26 -0.46
H: -0.69 3.68 0.12
H: -0.14 3.86 -1.57
Se: 4.71 2.96 -2.67
C: 3.36 3.42 -1.63
N: 2.27 3.43 -1.07
C: -2.00 -3.63 1.84
C: -2.71 -3.25 0.53
C: -2.61 -1.82 0.23
N: -2.52 -0.69 -0.01
H: -2.12 -4.70 2.02
H: -2.42 -3.08 2.68
H: -0.94 -3.40 1.78
H: -3.77 -3.51 0.58
H: -2.27 -3.79 -0.31

The Löwdin scheme yields these atomic charges, measured in e: 0.60, 0.90, -0.31, -0.39, -0.10, -0.01, -0.09, -0.18, 0.05, -0.16, -0.17, 0.05, -0.15, -0.05, -0.01, -0.09, -0.38, -0.29, 0.11, 0.10, 0.08, 0.07, 0.10, 0.11, -0.58, 1.01, -0.39, -0.08, -0.06, -0.08, -0.08, -0.10, -0.37, -0.09, -0.07, -0.09, -0.09, -0.08, 0.12, 0.11, 0.10, 0.10, 0.11, 0.11, 0.11, 0.10, 0.10, 0.12, -0.02, -0.57, -0.05, 0.08, 0.05, 0.07, 0.44, -0.78, 0.03, -0.09, -0.21, -0.21, 0.16, 0.08, 0.07, 0.05, 0.11, 0.09

=====

No. 3
A structure of composition C30H24N8SSe3TeW in a non-equilibrium geometry. Source: the Open Molecules 2025 dataset; level of theory: the ωB97M-V functional and the def2-TZVPD basis.

relative energy (zero: lowest compared OMol25 entry of this formula, charge and spin) = 1.739 eV
total charge = +2
HOMO-LUMO gap (alpha / beta) = 5.7 / 5.7 eV
energy = -259402.321 eV
spin multiplicity = 3
HOMO (alpha / beta) = -12.421 / -12.599 eV

Positions of all 68 atoms, in Å:
W: 0.07 -0.25 0.41
C: 0.10 0.07 3.53
N: -0.84 -0.53 2.56
C: -2.16 0.16 2.61
C: -2.13 1.39 1.78
C: -2.90 2.47 2.01
C: -3.08 3.43 0.93
C: -2.29 3.38 -0.14
C: -1.12 2.44 -0.12
N: -1.37 1.21 0.65
C: -1.07 -1.97 2.78
C: -1.66 -2.53 1.52
C: -2.47 -3.65 1.51
C: -3.01 -4.08 0.32
C: -2.77 -3.35 -0.84
C: -1.96 -2.24 -0.76
N: -1.38 -1.86 0.39
C: 0.83 1.24 2.96
C: 1.29 2.27 3.75
C: 2.09 3.26 3.19
C: 2.41 3.18 1.85
C: 1.90 2.14 1.10
N: 1.11 1.20 1.64
H: 0.85 -0.68 3.79
H: -0.42 0.35 4.45
H: -2.44 0.37 3.65
H: -2.90 -0.52 2.19
H: -3.49 2.52 2.91
H: -3.90 4.14 0.99
H: -2.42 4.03 -0.99
H: -0.27 2.98 0.36
H: -1.76 -2.12 3.61
H: -0.13 -2.46 3.02
H: -2.68 -4.16 2.45
H: -3.64 -4.96 0.29
H: -3.21 -3.62 -1.79
H: -1.76 -1.63 -1.63
H: 1.04 2.28 4.80
H: 2.47 4.07 3.81
H: 3.04 3.91 1.37
H: 2.13 2.03 0.05
S: 2.24 0.12 -6.90
N: 1.70 1.22 -5.87
C: 1.46 0.58 -4.73
C: 0.94 1.19 -3.53
C: 0.78 2.63 -3.33
C: 0.06 3.03 -2.29
C: -0.66 1.99 -1.47
N: 0.18 0.79 -1.27
C: 0.71 0.36 -2.49
C: 1.02 -1.03 -2.51
N: 0.80 -1.66 -1.34
C: 1.09 -2.96 -1.28
C: 1.59 -3.67 -2.37
C: 1.82 -3.02 -3.56
C: 1.53 -1.66 -3.64
C: 1.73 -0.81 -4.80
N: 2.18 -1.20 -5.99
H: 1.29 3.31 -4.00
H: -0.05 4.08 -2.03
H: -1.53 1.65 -2.04
H: 0.93 -3.46 -0.34
H: 1.81 -4.72 -2.25
H: 2.22 -3.53 -4.43
Se: 1.85 -1.67 1.37
Se: 5.26 -2.73 -0.28
Te: 5.35 -2.32 2.05
Se: 3.62 -0.45 2.34

The Löwdin scheme yields these atomic charges, measured in e: 1.52, -0.13, -0.26, -0.09, -0.30, 0.00, -0.05, -0.02, -0.31, -0.09, -0.15, -0.25, 0.03, 0.00, 0.00, -0.09, -0.05, -0.30, 0.02, 0.00, -0.02, -0.15, -0.14, 0.10, 0.15, 0.15, 0.14, 0.12, 0.12, 0.12, 0.14, 0.15, 0.09, 0.14, 0.13, 0.13, 0.12, 0.14, 0.13, 0.13, 0.12, 1.09, -0.20, -0.29, -0.06, 0.01, 0.01, -0.28, -0.10, -0.17, -0.15, -0.07, -0.19, 0.00, 0.06, -0.06, -0.30, -0.20, 0.13, 0.13, 0.18, 0.08, 0.13, 0.14, 0.27, -0.07, 0.42, 0.00

=====

No. 4
A structure of composition C30H24N9O2SSeTi in a non-equilibrium geometry. Source: the Open Molecules 2025 dataset; level of theory: the ωB97M-V functional and the def2-TZVPD basis.

relative energy (zero: lowest compared OMol25 entry of this formula, charge and spin) = 2.213 eV
total charge = -1
HOMO-LUMO gap (alpha / beta) = 4.9 / 6.3 eV
energy = -148306.510 eV
spin multiplicity = 3
HOMO (alpha / beta) = -2.895 / -4.328 eV

Positions of all 68 atoms, in Å:
Ti: -0.45 0.26 -0.08
C: 1.44 0.35 4.03
N: 1.02 -0.35 2.83
C: 0.38 -1.47 2.98
C: -0.23 -2.14 1.89
C: -0.49 -3.55 1.81
C: -0.96 -3.84 0.58
C: -1.04 -2.56 -0.19
N: -0.63 -1.52 0.74
C: 2.90 0.19 4.36
C: 3.88 0.28 3.38
C: 5.22 0.17 3.71
C: 5.61 -0.03 5.02
C: 4.64 -0.12 6.01
C: 3.30 -0.02 5.68
H: 0.84 0.05 4.89
H: 1.23 1.41 3.85
H: 0.28 -1.94 3.97
H: -0.30 -4.24 2.62
H: -1.22 -4.80 0.18
H: -2.04 -2.38 -0.61
H: 3.58 0.44 2.35
H: 5.98 0.24 2.93
H: 6.66 -0.11 5.28
H: 4.93 -0.29 7.04
H: 2.54 -0.10 6.45
Se: -1.68 -0.32 -7.62
N: -1.67 1.08 -6.51
C: -1.33 0.63 -5.34
C: -1.24 1.48 -4.17
C: -1.57 2.83 -4.14
C: -1.45 3.53 -2.95
C: -1.01 2.87 -1.82
N: -0.69 1.57 -1.81
C: -0.80 0.89 -2.97
C: -0.52 -0.52 -2.87
N: -0.15 -0.93 -1.65
C: -0.02 -2.35 -1.37
C: -0.22 -3.25 -2.55
C: -0.51 -2.78 -3.77
C: -0.68 -1.36 -3.98
C: -1.05 -0.79 -5.23
N: -1.19 -1.48 -6.35
H: -1.92 3.31 -5.05
H: -1.69 4.58 -2.90
H: -0.90 3.39 -0.88
H: 0.96 -2.55 -0.91
H: -0.10 -4.31 -2.37
H: -0.63 -3.45 -4.61
S: -1.92 1.08 2.29
C: -2.87 1.21 0.90
C: -4.03 2.04 0.83
C: -4.84 1.98 -0.27
C: -4.52 1.09 -1.32
C: -3.36 0.38 -1.23
N: -2.52 0.45 -0.18
H: -4.23 2.68 1.67
H: -5.72 2.60 -0.33
H: -5.16 0.99 -2.18
H: -3.06 -0.29 -2.03
N: 1.85 0.03 0.08
N: 2.33 1.35 -0.13
C: 1.43 2.35 0.33
O: 1.85 3.49 0.44
O: 0.25 1.90 0.56
H: 1.88 -0.24 1.07
H: 2.35 -0.61 -0.52
H: 3.28 1.53 0.13

The Löwdin scheme yields these atomic charges, measured in e: 0.88, -0.19, -0.01, -0.16, -0.28, -0.04, -0.04, -0.29, -0.07, -0.20, -0.03, -0.09, -0.11, -0.10, -0.05, 0.11, 0.13, 0.12, 0.10, 0.10, 0.15, 0.09, 0.10, 0.09, 0.09, 0.11, 1.00, -0.25, -0.34, -0.09, 0.00, -0.03, -0.08, 0.05, -0.14, -0.19, -0.03, -0.27, -0.04, -0.04, -0.13, -0.36, -0.27, 0.11, 0.11, 0.13, 0.14, 0.10, 0.10, 0.65, -0.80, -0.11, -0.09, -0.09, -0.14, -0.09, 0.09, 0.10, 0.09, 0.11, -0.01, 0.02, -0.70, 0.03, -0.23, 0.05, 0.10, 0.12